Below is a structure of composition C42H43N3O2P2STi in a non-equilibrium geometry, with properties calculated with ωB97M-V/def2-TZVPD.

Summary:
Gap between HOMO and LUMO (alpha / beta) = 8.1371 / 8.2969 eV
Relative energy (zero: lowest compared OMol25 entry of this formula, charge and spin) = 0.0 kJ/mol
HOMO level (alpha / beta) = -12.65 / -13.31 eV
2S+1 = 3
Net charge = +2

Element x y z (Å)
Ti 0.1314 0.4924 -0.5438
O -0.6099 -1.1077 1.4209
C 0.0924 -1.1152 2.6302
C 0.2217 -2.2559 3.3999
C 0.9344 -2.1729 4.5867
C 1.5030 -0.9711 4.9898
C 1.3858 0.1538 4.1897
C 0.6913 0.0835 2.9860
P 0.4040 1.4627 1.8376
C -1.0012 2.2888 2.6594
C -2.2816 1.8115 2.3803
C -3.3800 2.3032 3.0685
C -3.2086 3.2842 4.0360
C -1.9371 3.7602 4.3224
C -0.8350 3.2596 3.6444
C 1.8251 2.5799 2.0089
C 1.6636 3.9298 1.6945
C 2.7562 4.7832 1.6800
C 4.0233 4.2964 1.9733
C 4.1938 2.9535 2.2824
C 3.1012 2.0945 2.2965
C -1.8671 -1.7112 1.3464
C -2.6926 -1.8830 2.4426
C -3.9349 -2.4726 2.2465
C -4.3450 -2.8674 0.9810
C -3.5186 -2.6508 -0.1109
C -2.2675 -2.0682 0.0648
P -1.1593 -1.5878 -1.2867
C -2.2290 -1.6620 -2.7501
C -2.3153 -2.7874 -3.5654
C -3.2035 -2.8011 -4.6328
C -4.0124 -1.7023 -4.8831
C -3.9385 -0.5813 -4.0654
C -3.0477 -0.5606 -3.0050
C 0.0407 -2.9402 -1.4752
C 0.2081 -3.9089 -0.4931
C 1.2408 -4.8313 -0.5918
C 2.1072 -4.7933 -1.6744
C 1.9378 -3.8322 -2.6664
C 0.9146 -2.9034 -2.5621
H -0.2303 -3.1883 3.0897
H 1.0401 -3.0548 5.2038
H 2.0410 -0.9139 5.9259
H 1.8375 1.0871 4.5013
H -2.4256 1.0392 1.6319
H -4.3691 1.9200 2.8534
H -4.0653 3.6718 4.5707
H -1.7989 4.5168 5.0832
H 0.1530 3.6264 3.8921
H 0.6767 4.3172 1.4674
H 2.6188 5.8309 1.4476
H 4.8726 4.9665 1.9771
H 5.1770 2.5751 2.5336
H 3.2409 1.0480 2.5406
H -2.3828 -1.5642 3.4279
H -4.5883 -2.6181 3.0962
H -5.3124 -3.3293 0.8421
H -3.8490 -2.9246 -1.1045
H -1.6955 -3.6532 -3.3717
H -3.2677 -3.6761 -5.2655
H -4.7048 -1.7195 -5.7141
H -4.5756 0.2722 -4.2564
H -2.9903 0.3114 -2.3624
H -0.4738 -3.9555 0.3471
H 1.3600 -5.5900 0.1702
H 2.8991 -5.5264 -1.7588
H 2.5904 -3.8203 -3.5305
H 0.7905 -2.1563 -3.3386
C 1.9320 2.6067 -1.4065
C 1.9840 1.7281 -2.6351
O 0.8520 0.8297 -2.5977
C 0.1827 0.6974 -3.8798
C -0.6850 1.8835 -4.2284
H 2.8279 3.2201 -1.3163
H 1.8989 1.9718 -0.5100
H 1.0609 3.2621 -1.4270
H 2.8920 1.1233 -2.6579
H 1.9429 2.3215 -3.5472
H -0.4125 -0.2099 -3.8138
H 0.9597 0.5392 -4.6306
H -1.4827 2.0145 -3.5001
H -1.1440 1.7051 -5.2014
H -0.1135 2.8098 -4.2969
N 4.5071 0.4545 -0.6251
C 3.7892 -0.6691 -0.7006
N 4.2765 -1.6948 -1.3901
S 2.2821 -0.8441 0.0803
H 5.4411 0.5081 -1.0021
H 4.2290 1.1626 0.0386
H 5.2194 -1.7094 -1.7466
H 3.7195 -2.5340 -1.4563
N -2.0980 2.7382 -0.8179
C -1.3564 1.8428 -0.7351
H -2.8644 3.3807 -0.7585

=====

Below is a cluster of 3 separate species, C34H57BClIO13S2 in total in a non-equilibrium geometry, with properties calculated with ωB97M-V/def2-TZVPD.

Summary:
Gap between HOMO and LUMO = 8.7885 eV
HOMO level = -8.46 eV
Structure (SMILES) = C#CCCC[C@]1(Cl)[C@@](CSCC)([C@H](C)CCC)[C@@](CCCI)(B(O)OC)[C@@H](CCCCCOC(C)=O)OS1(=O)=O.O=C1OCCO1.O=C1OCCO1

Element x y z (Å)
C -1.9472 5.6099 0.2771
C -2.1722 5.2540 1.4015
C -2.8644 4.9335 2.7297
C -2.5295 3.4902 3.3296
C -2.4240 2.3278 2.2707
C -1.0329 1.6944 1.9653
Cl 0.2007 3.0271 2.2476
C -0.8046 0.8667 0.5915
C -1.9050 -0.3181 0.7448
S -2.5940 -1.1054 -0.7654
C -4.4369 -1.0718 -0.6874
C -4.9672 -1.2766 -2.1765
C -1.1302 1.6476 -0.7170
C -0.3635 2.9729 -1.0969
C -2.6529 2.0809 -0.9663
C -3.0678 1.9718 -2.5118
C -3.5958 3.4009 -2.9932
C 0.6085 0.0624 0.5720
C 0.6175 -1.2611 -0.3203
C 0.5376 -1.1559 -1.8752
C 1.6952 -2.0419 -2.5406
I 1.3443 -2.3575 -4.6746
B 1.9082 0.8623 0.0287
O 2.2496 2.2294 0.1999
O 2.9788 0.1951 -0.6656
C 3.3900 0.9628 -1.8306
C 1.0481 -0.5449 1.9768
C 2.5559 -0.9839 2.1492
C 3.4530 0.0710 2.9627
C 4.9565 -0.0401 2.4033
C 5.3187 1.2627 1.5680
C 6.8758 1.6018 1.5793
O 7.3658 1.7051 0.2110
C 7.6599 0.4002 -0.2142
C 9.0205 -0.2118 0.2623
O 6.9060 -0.1983 -0.9242
O 0.8426 0.2264 3.1727
S -0.6889 0.6372 3.4860
O -0.5971 1.4551 4.6959
O -1.6596 -0.4111 3.7445
H -1.4303 5.8613 -0.6676
H -3.9871 5.0251 2.6794
H -2.5501 5.7401 3.4534
H -1.7002 3.6236 4.0522
H -3.4360 3.2742 3.9714
H -3.0488 2.6989 1.4252
H -3.0444 1.4910 2.7198
H -2.8222 -0.0141 1.3057
H -1.4966 -1.1703 1.3563
H -4.8428 -0.0945 -0.3032
H -4.8738 -1.8815 -0.0509
H -4.2342 -0.8357 -2.9100
H -5.9526 -0.7855 -2.3547
H -4.9997 -2.3763 -2.3922
H -0.9450 0.9823 -1.6092
H -0.0578 3.6524 -0.2777
H 0.5764 2.7137 -1.6738
H -0.9496 3.6008 -1.8287
H -3.4104 1.5459 -0.3480
H -2.7786 3.1773 -0.7236
H -2.2275 1.6178 -3.1586
H -3.9706 1.3078 -2.5498
H -2.8066 4.1941 -2.8432
H -3.9638 3.3957 -4.0466
H -4.4083 3.6724 -2.2572
H 1.5904 -1.8142 -0.1484
H -0.1147 -2.0510 0.0276
H 0.6555 -0.1452 -2.3405
H -0.3976 -1.5886 -2.3334
H 1.6981 -3.0171 -1.9829
H 2.7001 -1.5725 -2.4480
H 2.7677 2.3552 1.0122
H 4.2732 1.5866 -1.5426
H 2.5544 1.5390 -2.2973
H 3.7663 0.2383 -2.6101
H 0.4525 -1.5017 2.1021
H 2.5134 -1.8525 2.8770
H 3.0697 -1.4052 1.2591
H 3.1523 1.1305 2.7279
H 3.4569 -0.1477 4.0558
H 5.7110 -0.1274 3.2256
H 5.0727 -0.9028 1.6945
H 5.0327 1.1531 0.4856
H 4.7978 2.1860 1.9341
H 6.9954 2.6365 2.0111
H 7.4764 0.9143 2.2261
H 9.8314 0.4405 -0.1475
H 9.0965 -0.1806 1.3799
H 9.0771 -1.2731 -0.0723
O 2.1984 -5.2937 -0.4200
C 2.4967 -5.4087 0.7261
O 2.6230 -6.5978 1.3738
C 3.2072 -6.3291 2.6450
C 2.8457 -4.8888 2.8814
O 2.7552 -4.3640 1.5601
H 2.8010 -6.9930 3.4071
H 4.2870 -6.4847 2.5776
H 1.8766 -4.7752 3.3744
H 3.6009 -4.3573 3.4598
O -8.3466 -0.5797 -3.1146
C -8.2219 -1.6338 -3.6537
O -7.0383 -2.1284 -4.1079
C -7.2615 -3.4875 -4.4731
C -8.7394 -3.5229 -4.7466
O -9.2433 -2.4987 -3.8956
H -6.6679 -3.7571 -5.3457
H -6.9743 -4.1298 -3.6363
H -8.9798 -3.2720 -5.7829
H -9.1871 -4.4857 -4.5030

=====

Below is a cluster of 2 separate species, C3H10N2O in total in a non-equilibrium geometry, with properties calculated with ωB97M-V/def2-TZVPD.

Summary:
Gap between HOMO and LUMO = 9.5974 eV
Relative energy (zero: lowest compared OMol25 entry of this formula, charge and spin) = 133.6 kJ/mol
HOMO level = -8.88 eV
Structure (SMILES) = NC=O.CNC

Element x y z (Å)
N 0.7333 1.4225 1.9536
C 1.3993 2.4562 1.4147
O 1.2099 3.6226 1.6774
H 0.7894 0.4642 1.6682
H -0.1632 1.7771 2.2838
H 2.2131 2.1799 0.7129
C -0.0434 -0.2746 -1.5633
N -0.5689 -1.6506 -1.4783
C -1.3575 -1.9109 -0.2893
H 1.0240 -0.4412 -1.7805
H -0.4525 0.2077 -2.4516
H -0.1034 0.2788 -0.6307
H 0.1566 -2.3208 -1.6529
H -1.7623 -2.9232 -0.2861
H -2.1288 -1.1235 -0.2958
H -0.9457 -1.7642 0.7177

=====

Below is a structure of composition C23H37N2O3PdSi4, with properties calculated with ωB97M-V/def2-TZVPD.

Summary:
Gap between HOMO and LUMO = 6.2148 eV
Relative energy (zero: lowest compared OMol25 entry of this formula, charge and spin) = 58.3 kJ/mol
HOMO level = -10.61 eV
Net charge = +1

Element x y z (Å)
Pd -0.2485 -1.2053 -0.1327
O -5.4571 0.1184 0.2119
C -5.0149 0.2305 1.4740
C -5.9224 0.7058 2.4210
C -5.5531 0.8301 3.7420
C -4.2687 0.4782 4.1594
C -3.3629 0.0241 3.2287
C -3.7041 -0.0914 1.8756
C -2.7052 -0.5524 0.9069
O -1.4579 -0.5935 1.3181
N -3.0776 -0.9110 -0.2860
N -2.0105 -1.3143 -1.0613
C -2.2054 -1.6333 -2.2846
C -1.1804 -2.1128 -3.1736
C -1.5672 -2.3751 -4.4992
C -0.6820 -2.8909 -5.4137
C 0.6249 -3.1719 -5.0055
C 1.0371 -2.9170 -3.7167
C 0.1564 -2.3729 -2.7741
O 0.6423 -2.2182 -1.5450
H -4.7612 -0.3039 -0.3297
H -6.9193 0.9581 2.0858
H -6.2752 1.1914 4.4626
H -3.9906 0.5523 5.2013
H -2.3734 -0.2777 3.5392
H -3.2236 -1.5514 -2.6598
H -2.5917 -2.1717 -4.7861
H -0.9937 -3.0901 -6.4289
H 1.3277 -3.5964 -5.7107
H 2.0451 -3.1410 -3.3968
C -0.3177 1.9427 3.0102
Si 0.4698 2.4419 1.4034
C 2.0340 3.4451 1.6301
C -0.7177 3.3698 0.2927
Si 1.1035 0.5812 0.0412
Si 1.6709 -1.6125 1.3652
C 2.8177 -2.7544 0.4487
C 2.6926 -0.1952 2.0979
C 0.7129 -2.4005 2.7536
Si 2.7342 1.1480 -1.6354
C 4.3680 1.3472 -0.7406
C 2.8449 -0.1106 -2.9923
C 2.1457 2.7987 -2.2901
H -1.0053 2.7317 3.3250
H 0.4124 1.8031 3.8093
H -0.8887 1.0274 2.8850
H 1.7422 4.3719 2.1342
H 2.4825 3.7276 0.6759
H 2.7927 2.9613 2.2457
H -1.0568 4.2672 0.8174
H -1.6050 2.7811 0.0501
H -0.2502 3.6896 -0.6401
H 3.5845 -2.1948 -0.0920
H 2.2879 -3.3802 -0.2645
H 3.3257 -3.3957 1.1745
H 3.2245 0.4585 1.3989
H 3.4799 -0.6954 2.6733
H 2.1258 0.4133 2.8024
H -0.0026 -3.1422 2.3982
H 0.1670 -1.6541 3.3308
H 1.4219 -2.9056 3.4161
H 4.8116 0.3829 -0.4852
H 4.3135 1.9608 0.1599
H 5.0506 1.8511 -1.4316
H 3.3282 -1.0283 -2.6566
H 3.4307 0.3076 -3.8156
H 1.8645 -0.3728 -3.3866
H 2.1214 3.5731 -1.5221
H 1.1538 2.7362 -2.7419
H 2.8414 3.1260 -3.0672